{"formula": "C3H3LiO4Tb", "method": "wB97M-V/def2-TZVPD", "lumo_ha": [-0.3068, -0.3402], "homo_energy_ev": [-15.401, -15.402], "relative_energy_kcal_mol": 44.7, "total_charge": 2, "largest_force_ev_per_a": 1.86, "s2": 15.77, "spin_multiplicity": 8, "species": ["H", "C", "C", "O", "C", "O", "O", "O", "Tb", "H", "H", "Li"], "positions_angstrom": [[2.077, -3.172, 0.301], [1.532, -2.934, -0.698], [1.369, -1.542, -0.311], [0.310, -1.222, 0.336], [0.082, 0.155, 0.741], [1.020, 0.763, 1.250], [-1.060, 0.545, 0.517], [0.459, -3.625, -1.027], [-0.565, 2.916, 1.622], [2.395, -2.907, -1.417], [2.043, -0.741, -0.641], [-1.190, -2.955, -1.103]], "mulliken_charge": [0.279, -0.041, -0.075, -0.218, 1.236, -0.761, -0.714, -0.884, 1.495, 0.348, 0.442, 0.893]}

{"formula": "C30H44BiN2O6P2", "method": "wB97M-V/def2-TZVPD", "lumo_ha": -0.2137, "homo_energy_ev": -10.365, "relative_energy_kcal_mol": 0.0, "total_charge": 1, "largest_force_ev_per_a": 5.97, "species": ["Bi", "C", "C", "C", "C", "C", "C", "H", "H", "H", "C", "H", "H", "H", "C", "H", "H", "H", "C", "H", "H", "H", "C", "H", "H", "H", "C", "C", "C", "C", "C", "C", "C", "C", "H", "H", "H", "H", "H", "H", "H", "H", "H", "H", "H", "H", "P", "C", "C", "P", "C", "C", "C", "H", "H", "H", "H", "H", "H", "H", "H", "H", "H", "H", "H", "H", "H", "O", "C", "O", "C", "C", "C", "C", "C", "C", "N", "O", "O", "N", "O", "O", "H", "H", "H"], "positions_angstrom": [[-3.473, -0.512, -0.160], [0.570, 2.049, -2.343], [-0.146, 2.726, -1.321], [2.009, 2.412, -0.587], [1.910, 1.863, -1.897], [0.731, 2.920, -0.225], [0.050, 1.607, -3.651], [-0.950, 2.018, -3.821], [-0.005, 0.508, -3.713], [0.708, 1.952, -4.459], [2.959, 1.176, -2.671], [2.918, 1.465, -3.731], [2.812, 0.085, -2.630], [3.960, 1.369, -2.268], [3.194, 2.465, 0.295], [4.116, 2.225, -0.242], [3.107, 1.725, 1.109], [3.284, 3.450, 0.772], [0.421, 3.560, 1.069], [1.131, 4.374, 1.275], [0.497, 2.840, 1.901], [-0.594, 3.969, 1.058], [-1.526, 3.236, -1.406], [-1.525, 4.316, -1.629], [-2.057, 3.106, -0.460], [-2.079, 2.739, -2.204], [-4.587, -3.069, 0.235], [-4.521, -2.319, -0.980], [-5.696, -1.540, -1.589], [-6.439, -0.559, -0.640], [-5.629, 0.076, 0.466], [-4.927, -0.609, 1.544], [-5.425, -1.844, 2.227], [-5.683, -2.974, 1.222], [-6.388, -2.277, -2.020], [-7.354, -1.034, -0.271], [-5.316, -0.949, -2.440], [-6.673, -2.863, 0.735], [-4.090, -4.041, 0.212], [-3.895, -2.819, -1.726], [-5.759, -3.927, 1.779], [-4.708, -2.176, 2.990], [-4.324, 0.045, 2.206], [-6.366, -1.644, 2.753], [-6.760, 0.300, -1.285], [-5.944, 1.092, 0.692], [-0.513, -3.673, 0.070], [-1.375, -5.133, -0.629], [-1.010, -2.612, -1.431], [-0.927, -3.186, 3.221], [-1.699, -3.305, 1.488], [-1.249, -1.425, 3.744], [-2.306, -3.926, 4.230], [-0.921, -6.002, -0.141], [-1.131, -5.248, -1.702], [-2.452, -5.140, -0.496], [-2.063, -2.280, -1.510], [-0.849, -3.234, -2.350], [-0.346, -1.724, -1.490], [-3.281, -3.923, 3.741], [-2.394, -3.396, 5.193], [-2.017, -4.961, 4.475], [-2.400, -4.165, 1.578], [-2.340, -2.388, 1.333], [-0.256, -0.996, 3.937], [-1.808, -1.430, 4.682], [-1.770, -0.846, 2.975], [0.264, -0.693, 0.804], [1.228, -0.976, 0.027], [1.212, -0.942, -1.255], [2.570, -1.455, 0.553], [3.675, -0.740, 0.096], [4.969, -1.227, 0.291], [5.186, -2.455, 0.917], [4.086, -3.191, 1.364], [2.770, -2.669, 1.211], [4.294, -4.488, 1.913], [5.456, -4.937, 1.969], [3.293, -5.135, 2.308], [6.070, -0.439, -0.249], [5.778, 0.636, -0.853], [7.231, -0.854, -0.116], [3.541, 0.182, -0.448], [6.203, -2.823, 1.050], [1.925, -3.236, 1.596]], "mulliken_charge": [0.809, 0.748, 0.470, 0.439, 0.857, 1.001, -1.576, 0.460, 0.268, 0.380, -1.182, 0.538, 0.126, 0.310, -1.482, 0.323, 0.217, 0.554, -1.471, 0.388, 0.314, 0.444, -1.835, 0.345, 0.365, 0.355, 0.017, -0.656, -1.265, -0.685, -0.464, -0.462, -0.878, -0.858, 0.372, 0.313, 0.330, 0.373, 0.247, 1.069, 0.413, 0.172, 0.769, 0.419, 0.456, 0.497, 0.390, -1.276, 0.201, 0.270, 0.082, -0.982, -1.088, 0.388, 0.417, 0.257, -0.253, 0.470, -0.470, 0.156, 0.423, 0.361, 0.573, -0.784, 0.328, 0.524, -0.006, -0.474, 0.763, -0.999, 0.288, 0.638, -0.711, -0.541, -0.636, -0.314, 0.973, -0.593, -0.588, 0.925, -0.575, -0.596, -0.166, 0.616, 0.664]}

{"formula": "C29H29GeN2O4STi", "method": "wB97M-V/def2-TZVPD", "lumo_ha": [-0.1278, -0.1278], "homo_energy_ev": [-10.775, -10.775], "relative_energy_kcal_mol": 32.1, "total_charge": 1, "largest_force_ev_per_a": 0.62, "species": ["Ti", "C", "O", "C", "C", "C", "C", "C", "C", "N", "N", "C", "O", "C", "C", "C", "C", "C", "C", "C", "O", "H", "H", "H", "H", "H", "H", "H", "H", "H", "H", "H", "H", "C", "S", "C", "O", "H", "H", "H", "H", "H", "H", "Ge", "C", "C", "C", "C", "C", "C", "C", "C", "C", "C", "C", "C", "H", "H", "H", "H", "H", "H", "H", "H", "H", "H", "H"], "positions_angstrom": [[0.084, -0.244, -0.828], [-0.365, 3.241, -3.344], [-1.609, 2.527, -3.379], [-1.624, 1.189, -3.483], [-2.764, 0.612, -4.025], [-2.883, -0.768, -4.164], [-1.845, -1.607, -3.799], [-0.687, -1.061, -3.255], [0.496, -1.889, -2.921], [0.548, -2.330, -1.728], [1.735, -2.895, -1.284], [2.276, -2.092, -0.431], [1.688, -0.915, -0.138], [3.558, -2.404, 0.217], [4.213, -3.601, -0.069], [5.417, -3.891, 0.546], [5.973, -2.989, 1.446], [5.324, -1.797, 1.730], [4.117, -1.501, 1.117], [-0.586, 0.339, -3.049], [0.472, 0.793, -2.321], [-0.611, 4.259, -3.631], [0.342, 2.819, -4.058], [0.074, 3.236, -2.349], [-3.559, 1.275, -4.339], [-3.787, -1.179, -4.592], [-1.909, -2.676, -3.950], [1.331, -2.009, -3.612], [3.769, -4.289, -0.775], [5.925, -4.819, 0.322], [6.917, -3.216, 1.924], [5.761, -1.095, 2.428], [3.608, -0.570, 1.326], [-1.215, -3.613, 0.916], [-1.969, -2.020, 1.217], [-3.646, -2.421, 0.774], [-1.516, -1.169, 0.027], [-1.609, -4.324, 1.640], [-0.141, -3.497, 1.058], [-1.424, -3.922, -0.107], [-4.040, -3.118, 1.513], [-3.658, -2.853, -0.225], [-4.205, -1.489, 0.810], [-1.037, 1.839, 0.329], [0.397, 3.088, 0.780], [0.278, 4.453, 0.520], [1.316, 5.318, 0.840], [2.478, 4.828, 1.418], [2.608, 3.472, 1.678], [1.572, 2.605, 1.355], [-2.102, 1.315, 1.880], [-1.493, 1.107, 3.118], [-2.235, 0.645, 4.198], [-3.590, 0.384, 4.050], [-4.207, 0.594, 2.825], [-3.466, 1.055, 1.742], [-1.977, 2.412, -0.747], [-0.629, 4.844, 0.074], [1.214, 6.377, 0.639], [3.284, 5.507, 1.666], [3.516, 3.091, 2.127], [1.686, 1.542, 1.551], [-0.438, 1.321, 3.244], [-1.755, 0.496, 5.157], [-4.170, 0.034, 4.894], [-5.270, 0.417, 2.715], [-3.954, 1.230, 0.790]], "mulliken_charge": [0.293, -0.551, -0.443, -0.229, -0.567, -0.764, -0.525, 0.865, -0.582, 0.304, -0.950, 0.599, -0.357, 0.125, -0.348, -0.725, -0.354, -0.779, -0.182, 1.369, -0.609, 0.270, 0.325, 0.158, 0.499, 0.440, 0.546, 0.446, 0.498, 0.411, 0.401, 0.421, 0.525, -1.010, 0.624, -1.065, -0.444, 0.478, 0.265, 0.297, 0.485, 0.365, 0.291, 0.251, 0.344, -0.285, -0.610, -0.500, -0.699, 0.031, 0.027, -0.161, -0.674, -0.542, -0.428, -0.391, -0.122, 0.430, 0.403, 0.391, 0.405, 0.199, 0.393, 0.442, 0.413, 0.449, 0.414]}

{"formula": "B4CaH16", "method": "wB97M-V/def2-TZVPD", "lumo_ha": 0.1952, "homo_energy_ev": -3.774, "relative_energy_kcal_mol": 108.5, "total_charge": -2, "largest_force_ev_per_a": 4.83, "species": ["Ca", "B", "H", "H", "H", "H", "B", "H", "H", "H", "H", "B", "H", "H", "H", "H", "B", "H", "H", "H", "H"], "positions_angstrom": [[-0.182, 0.039, -0.189], [-0.847, -3.297, 0.188], [-1.373, -2.953, 1.065], [-1.198, -2.743, -0.669], [0.194, -3.046, 0.319], [-0.904, -4.370, 0.093], [-1.203, 1.576, -2.843], [-0.352, 2.119, -2.462], [-1.922, 1.539, -2.039], [-1.688, 1.990, -3.714], [-0.884, 0.561, -3.024], [3.214, 0.378, -0.086], [3.132, 0.324, -1.161], [2.651, 1.224, 0.276], [2.795, -0.451, 0.462], [4.258, 0.529, 0.144], [-1.125, 1.326, 2.744], [-0.577, 2.080, 2.200], [-0.558, 0.411, 2.814], [-1.429, 1.677, 3.718], [-2.002, 1.087, 2.164]], "mulliken_charge": [0.773, 0.324, -0.220, -0.375, -0.270, -0.177, 0.368, -0.257, -0.298, -0.174, -0.307, 0.303, -0.262, -0.267, -0.307, -0.175, 0.381, -0.286, -0.304, -0.180, -0.287]}